Below is 11 unconnected molecules or ions with the total composition C66H133F15N7O11, with properties calculated with wB97M-V/def2-TZVPD.

Geometry as XYZ:
```
232
Properties=species:S:1:pos:R:3:mulliken_charge:R:1
C 0.30 -3.30 9.30 -1.367
C 1.59 -2.50 9.03 0.376
C 1.98 -1.83 10.40 -0.812
O 2.15 -2.78 11.44 -0.294
C 2.45 -2.22 12.73 -0.749
N 2.54 -3.42 8.36 -0.565
H 2.33 -4.35 8.69 0.256
H 3.44 -3.24 8.71 0.249
H 7.83 -7.65 1.59 0.372
H -0.08 -3.64 8.34 0.309
H -0.42 -2.64 9.79 0.409
H 0.57 -4.18 9.88 0.361
H 1.36 -1.66 8.34 0.222
H 1.09 -1.16 10.60 0.328
H 2.87 -1.17 10.51 0.436
H 2.21 -3.03 13.45 0.241
H 1.71 -1.43 12.97 0.329
H 3.51 -1.99 12.82 0.274
C 5.04 -0.04 -3.68 -0.911
C 5.76 1.13 -2.96 -0.460
N 5.36 1.32 -1.61 0.352
C 4.46 2.26 -1.17 -1.005
C 4.18 2.03 0.11 -0.556
N 4.97 0.93 0.46 0.276
C 5.72 0.55 -0.53 -0.386
C 4.82 0.18 1.74 -0.921
H 5.50 -0.05 -4.64 0.510
H 3.92 0.09 -3.74 0.009
H 5.30 -0.97 -3.13 0.356
H 5.42 2.03 -3.54 0.176
H 6.81 0.94 -3.06 0.376
H 4.07 3.03 -1.86 0.850
H 3.55 2.45 0.84 0.945
H 6.40 -0.26 -0.47 0.460
H 5.72 0.17 2.32 0.480
H 4.56 -0.83 1.54 0.322
H 4.14 0.70 2.40 0.193
C 1.07 -4.27 5.09 -1.687
C 0.58 -3.28 4.05 -0.329
C -0.30 -3.74 2.96 0.068
N 0.27 -4.61 1.85 0.940
C 0.29 -6.08 2.36 -0.722
C 0.76 -7.09 1.33 -0.603
C -0.25 -7.03 0.18 -1.064
C -0.27 -5.59 -0.42 1.317
C -0.68 -4.52 0.66 -0.455
C 1.56 -4.10 1.47 -0.314
H 0.18 -4.82 5.49 0.306
H 1.46 -3.69 5.94 0.449
H 1.81 -4.98 4.85 0.367
H 1.36 -2.69 3.57 -0.121
H -0.04 -2.53 4.52 0.577
H -0.72 -2.83 2.55 -0.551
H -1.19 -4.30 3.31 0.765
H -0.69 -6.31 2.80 0.466
H 0.89 -6.10 3.27 0.385
H 0.86 -8.07 1.73 0.529
H 1.76 -6.81 0.96 0.169
H -1.34 -7.30 0.40 0.364
H 0.04 -7.66 -0.65 0.506
H -0.95 -5.49 -1.26 -0.904
H 0.77 -5.40 -0.80 0.079
H -1.70 -4.79 0.96 0.526
H -0.61 -3.49 0.24 -0.385
H 2.32 -4.42 2.24 0.298
H 1.50 -3.01 1.43 -0.625
H 1.95 -4.58 0.56 0.687
C -2.41 3.22 4.46 -1.465
C -3.25 2.01 4.13 -0.495
C -3.03 1.66 2.67 0.867
N -3.88 0.50 2.12 1.050
C -5.31 0.84 2.36 -0.736
C -6.39 -0.01 1.58 -0.973
C -6.07 0.02 0.10 -0.446
C -4.66 -0.34 -0.24 -0.926
C -3.67 0.49 0.63 1.797
C -3.52 -0.92 2.53 -0.321
H -1.43 3.06 4.12 0.300
H -2.24 3.42 5.52 0.430
H -2.72 4.13 3.98 0.380
H -4.30 2.20 4.38 0.340
H -2.97 1.17 4.71 0.433
H -1.99 1.38 2.59 -0.687
H -3.25 2.46 1.99 -0.035
H -5.43 1.91 2.21 0.475
H -5.42 0.74 3.45 0.456
H -7.36 0.50 1.79 0.539
H -6.36 -1.06 1.94 0.293
H -6.24 1.02 -0.22 -0.196
H -6.77 -0.62 -0.44 0.633
H -4.45 -0.14 -1.28 -0.720
H -4.44 -1.37 -0.16 0.870
H -3.78 1.53 0.37 -1.243
H -2.58 0.26 0.50 -0.003
H -2.39 -1.11 2.29 -0.233
H -4.11 -1.70 2.06 0.538
H -3.66 -1.04 3.60 0.479
C -3.69 1.99 -7.34 -1.407
C -3.49 1.82 -5.83 0.294
C -2.22 0.97 -5.78 -1.630
N -1.69 0.64 -4.42 1.441
C -2.74 -0.14 -3.73 -2.293
C -2.19 -0.50 -2.39 0.138
C -1.51 0.70 -1.64 2.172
C -0.64 1.66 -2.44 0.200
C -1.44 1.95 -3.73 -1.040
C -0.46 -0.16 -4.63 -1.210
H -3.50 3.01 -7.74 0.338
H -4.73 1.77 -7.66 0.357
H -3.02 1.30 -7.88 0.374
H -4.23 1.19 -5.41 0.340
H -3.48 2.73 -5.28 0.039
H -1.35 1.45 -6.32 0.689
H -2.42 -0.01 -6.25 0.803
H -3.66 0.46 -3.60 0.407
H -2.91 -1.04 -4.25 0.866
H -2.93 -0.90 -1.70 0.909
H -1.47 -1.29 -2.56 -0.868
H -2.28 1.38 -1.26 -0.789
H -1.05 0.24 -0.77 -0.128
H -0.51 2.63 -1.87 -0.521
H 0.34 1.34 -2.78 0.268
H -2.36 2.41 -3.40 -0.002
H -0.67 2.50 -4.38 0.227
H -0.73 -1.18 -5.02 0.334
H 0.14 -0.29 -3.71 0.080
H 0.18 0.42 -5.31 0.452
C -3.60 7.66 -2.57 -1.447
C -2.77 7.48 -1.21 -0.501
C -1.62 6.50 -1.37 0.061
N -0.73 6.12 -0.25 1.263
C 0.35 7.18 -0.13 -0.749
C 1.54 6.93 0.82 -1.009
C 2.03 5.49 0.61 -0.964
C 0.96 4.38 0.48 -0.032
C -0.07 4.75 -0.53 0.484
C -1.56 5.95 1.00 -0.826
H -4.06 6.77 -2.98 0.228
H -3.17 8.19 -3.37 0.478
H -4.52 8.14 -2.28 0.421
H -3.45 7.18 -0.41 0.272
H -2.32 8.44 -0.90 0.397
H -0.98 6.75 -2.19 0.394
H -2.10 5.54 -1.72 -0.326
H 0.70 7.26 -1.15 0.457
H -0.22 8.00 0.29 0.398
H 2.39 7.58 0.55 0.452
H 1.26 7.14 1.86 0.359
H 2.55 5.45 -0.32 0.269
H 2.75 5.24 1.41 0.494
H 1.60 3.62 0.05 -0.234
H 0.50 4.10 1.41 0.464
H 0.29 4.77 -1.55 0.383
H -0.96 4.12 -0.59 -0.886
H -2.40 5.26 0.88 -0.323
H -1.78 6.94 1.33 0.487
H -0.95 5.69 1.82 0.753
C -4.38 4.04 -0.75 0.133
O -5.55 3.53 -0.01 0.304
O -3.22 3.51 -0.41 -0.191
C -4.78 3.68 -2.19 0.200
F -5.98 4.17 -2.55 -0.334
F -3.85 3.98 -3.13 -0.224
F -4.89 2.32 -2.29 -0.207
C -6.54 4.47 0.43 -0.486
C -7.70 4.75 -0.52 -1.393
H -8.11 3.88 -0.98 0.290
H -8.51 5.30 -0.03 0.376
H -7.16 5.31 -1.25 0.317
H -6.17 5.51 0.57 0.164
H -6.94 4.21 1.36 0.545
H -4.45 5.16 -0.66 -0.692
C 7.55 -7.36 -0.42 -0.111
O 7.97 -6.38 -1.32 -0.373
O 8.00 -6.87 0.75 -0.574
C 5.93 -7.39 -0.51 0.888
F 5.46 -8.64 -0.37 -0.295
F 5.36 -6.67 0.56 -0.266
F 5.40 -6.87 -1.62 -0.259
C 9.06 -6.76 -2.20 -0.385
C 10.32 -6.41 -1.44 -0.961
H 10.27 -5.41 -1.06 0.284
H 10.43 -7.17 -0.67 0.260
H 11.17 -6.57 -2.09 0.401
H 8.93 -6.13 -3.12 0.243
H 8.86 -7.75 -2.58 0.382
H 7.92 -8.35 -0.69 0.393
C 2.87 4.02 -4.49 -0.693
O 1.51 4.68 -4.22 -0.082
O 3.65 3.82 -3.45 -0.895
C 2.36 2.81 -5.26 0.770
F 1.81 1.87 -4.42 0.017
F 1.43 2.95 -6.22 -0.307
F 3.46 2.28 -5.95 -0.321
C 1.56 6.10 -4.16 0.281
C 0.37 6.66 -4.88 -1.312
H 0.44 6.51 -5.93 0.424
H -0.55 6.18 -4.62 0.151
H 0.13 7.77 -4.70 0.364
H 2.48 6.66 -4.52 0.355
H 1.56 6.39 -3.10 -0.220
H 3.39 4.66 -5.25 0.414
C 0.56 -0.12 1.61 0.889
O 1.79 -0.74 1.01 -0.548
O -0.47 -0.89 1.56 -0.362
C 0.99 0.37 3.03 -0.156
F 1.75 1.43 3.02 -0.203
F -0.12 0.71 3.78 -0.184
F 1.71 -0.55 3.76 -0.286
C 1.56 -0.95 -0.33 1.661
C 2.70 -1.62 -1.13 -0.956
H 3.51 -0.91 -1.25 -0.233
H 3.19 -2.48 -0.56 0.164
H 2.22 -2.11 -2.02 0.086
H 1.31 0.03 -0.82 0.184
H 0.65 -1.63 -0.44 -0.800
H 0.51 0.85 1.03 -0.715
C -1.12 -3.94 -4.19 -1.082
O -1.75 -4.88 -3.15 -0.143
O -1.77 -2.84 -4.44 -0.660
C 0.32 -3.70 -3.67 0.871
F 1.10 -4.78 -3.64 -0.334
F 0.96 -2.68 -4.37 -0.248
F 0.24 -3.28 -2.41 0.247
C -2.16 -6.11 -3.71 -0.376
C -2.88 -6.90 -2.63 -0.915
H -2.27 -6.95 -1.70 0.001
H -3.88 -6.45 -2.42 0.288
H -3.05 -7.90 -2.95 0.438
H -1.31 -6.76 -4.04 0.255
H -2.79 -5.97 -4.62 0.407
H -1.01 -4.48 -5.17 0.393
```

Values from the calculation:
**HOMO**: -8.624 eV
**Max |F|**: 0.13469 hartree/bohr
**Electronic energy**: -5302.9662 Eh
**Gap between HOMO and LUMO**: 7.211 eV
**Total charge**: +1
**Lowest unoccupied orbital energy**: -1.41 eV